1.
{
  "formula": "C9H9MnN2O5P",
  "method": "the ωB97M-V functional and the def2-TZVPD basis",
  "e_homo_ha": [-0.5717, -0.5715],
  "total_charge": 2,
  "spin_multiplicity": 6,
  "gap_ev": [5.58, 5.64],
  "lumo_ev": [-9.98, -9.92],
  "species": ["C", "C", "C", "C", "O", "C", "O", "C", "C", "C", "O", "N", "P", "N", "O", "C", "O", "H", "H", "H", "H", "H", "H", "H", "H", "H", "Mn"],
  "coordinates": [[2.304, -0.084, 2.010], [1.388, 0.663, 1.097], [1.743, 1.907, 0.575], [0.913, 2.652, -0.253], [1.302, 3.863, -0.688], [-0.370, 2.170, -0.604], [-1.177, 2.912, -1.385], [-0.728, 0.941, -0.094], [0.136, 0.186, 0.730], [-0.518, -1.039, 1.087], [-0.321, -1.904, 1.916], [-1.704, -1.162, 0.284], [-1.698, -2.393, -0.878], [-0.233, -3.170, -0.695], [-1.717, -1.872, -2.362], [-1.993, 0.227, -0.260], [-3.068, 0.507, -0.651], [1.914, -0.012, 3.024], [2.340, -1.140, 1.768], [3.294, 0.352, 2.021], [2.700, 2.340, 0.819], [1.668, 3.835, -1.581], [-1.436, 2.418, -2.170], [0.495, -2.866, -1.347], [-0.371, -4.153, -0.923], [-2.618, -1.765, -2.720], [-2.245, -3.413, 1.278]],
  "forces_ev_per_a": [[-0.33, 0.12, 0.16], [0.08, -0.04, 0.20], [-0.13, 0.19, 0.00], [0.11, -0.03, -0.01], [0.12, -0.05, 0.21], [-0.39, -0.16, -0.10], [0.44, 0.07, -0.01], [0.00, -0.12, -0.04], [0.32, 0.22, 0.06], [-0.07, 0.49, -0.21], [-0.39, -1.20, 0.48], [-0.03, 0.62, -0.19], [-0.20, -2.31, 0.16], [-0.19, -0.05, -0.96], [-0.70, 0.39, 0.26], [0.18, 0.30, 0.23], [-0.26, 0.01, -0.47], [-0.03, -0.02, 0.17], [0.16, -0.15, -0.08], [0.21, -0.04, -0.11], [0.16, 0.02, 0.01], [-0.09, 0.13, -0.13], [-0.36, 0.04, -0.03], [0.37, 0.26, 0.48], [0.09, -0.09, 0.06], [0.15, 0.20, -0.32], [0.77, 1.18, 0.18]]
}



2.
{
  "formula": "C16H17Cl2F5O2Sn",
  "method": "the ωB97M-V functional and the def2-TZVPD basis",
  "e_homo_ha": [0.0363, 0.0364],
  "total_charge": -2,
  "spin_multiplicity": 1,
  "gap_ev": [2.78, 2.78],
  "lumo_ev": [3.77, 3.77],
  "relative_energy_kj_mol": 0.0,
  "species": ["C", "C", "C", "C", "C", "C", "C", "C", "C", "C", "Sn", "Cl", "Cl", "O", "H", "H", "H", "H", "H", "H", "H", "H", "H", "H", "H", "H", "H", "H", "H", "H", "O", "H", "F", "C", "C", "C", "F", "C", "F", "C", "F", "C", "F"],
  "coordinates": [[2.323, -1.341, 1.170], [2.626, 0.020, 1.437], [2.662, 0.710, 0.201], [2.806, 0.609, 2.764], [2.407, -0.231, -0.845], [2.250, -1.511, -0.245], [2.030, -2.788, -0.966], [2.110, -2.366, 2.200], [2.932, 2.157, 0.088], [2.330, 0.011, -2.299], [-2.206, -1.001, -0.946], [-0.248, 0.825, 3.278], [-3.936, -2.263, 0.122], [-1.412, -0.788, -2.706], [2.098, 0.160, 3.476], [2.561, 1.677, 2.735], [3.835, 0.483, 3.129], [2.273, 2.699, 0.778], [2.763, 2.508, -0.932], [3.969, 2.386, 0.371], [2.412, 1.087, -2.508], [1.361, -0.356, -2.684], [3.151, -0.519, -2.818], [2.482, -2.714, -1.981], [0.940, -2.974, -1.021], [2.527, -3.597, -0.385], [1.510, -1.930, 3.010], [3.069, -2.716, 2.611], [1.572, -3.217, 1.779], [-1.328, -1.531, -3.260], [-0.927, -2.227, -0.135], [-1.308, -2.741, 0.645], [-0.582, 2.024, -0.871], [-1.935, 2.229, -0.900], [-2.790, 1.134, -0.767], [-4.143, 1.343, -1.006], [-5.019, 0.279, -1.061], [-4.695, 2.590, -1.298], [-6.007, 2.732, -1.632], [-3.812, 3.686, -1.357], [-4.280, 4.902, -1.720], [-2.420, 3.527, -1.145], [-1.593, 4.602, -1.254]],
  "forces_ev_per_a": [[0.55, 1.08, -1.53], [-0.41, -0.78, -1.64], [-0.19, -1.39, -0.01], [-0.03, 0.26, 0.74], [0.28, -0.25, 1.49], [0.17, 1.27, 0.99], [0.06, -0.14, 0.03], [-0.02, -0.17, 0.39], [0.00, 0.21, 0.10], [0.01, 0.07, -0.26], [0.94, 0.40, 1.74], [-0.92, 0.12, 0.11], [-0.27, 0.15, -0.55], [-0.85, 1.37, 0.61], [0.41, 0.20, -0.06], [0.12, -0.09, 0.22], [0.15, 0.10, 0.19], [0.06, 0.28, -0.14], [0.00, 0.22, -0.04], [0.03, 0.26, -0.07], [-0.03, -0.21, -0.19], [0.27, 0.16, -0.30], [-0.25, 0.17, -0.28], [-0.34, -0.36, 0.43], [0.47, -0.43, -0.35], [-0.36, 0.10, -0.58], [0.06, -0.26, 0.05], [-0.10, -0.24, 0.25], [-0.03, -0.21, 0.13], [0.36, -1.53, -0.87], [-0.90, -0.61, 1.03], [0.67, 1.31, -1.44], [-1.96, 0.43, 0.10], [1.44, -0.08, 0.04], [-0.28, -0.60, -0.67], [-0.75, -0.19, -0.08], [0.82, 0.96, 0.05], [0.66, 0.48, -0.17], [0.94, -0.02, 0.36], [0.37, -0.15, -0.12], [0.15, -0.58, 0.31], [-0.48, -0.24, -0.06], [-0.82, -1.04, 0.06]]
}



3.
{
  "formula": "C28H75N5O10",
  "method": "the ωB97M-V functional and the def2-TZVPD basis",
  "e_homo_ha": -0.3196,
  "total_charge": 0,
  "spin_multiplicity": 1,
  "gap_ev": 9.07,
  "lumo_ev": 0.38,
  "species": ["C", "O", "C", "C", "C", "N", "H", "H", "H", "H", "H", "H", "H", "H", "H", "H", "H", "C", "O", "C", "C", "C", "N", "H", "H", "H", "H", "H", "H", "H", "H", "H", "H", "H", "C", "O", "C", "C", "N", "C", "C", "O", "C", "H", "H", "H", "H", "H", "H", "H", "H", "H", "H", "H", "H", "H", "H", "H", "C", "O", "C", "C", "N", "C", "C", "O", "C", "H", "H", "H", "H", "H", "H", "H", "H", "H", "H", "H", "H", "H", "H", "H", "C", "O", "C", "C", "N", "C", "C", "O", "C", "H", "H", "H", "H", "H", "H", "H", "H", "H", "H", "H", "H", "H", "H", "H", "C", "O", "H", "H", "H", "H", "C", "O", "H", "H", "H", "H"],
  "coordinates": [[28.955, 25.147, 24.985], [29.827, 26.090, 25.608], [31.145, 26.050, 25.096], [32.061, 27.135, 25.669], [31.516, 28.558, 25.507], [33.317, 27.040, 24.959], [28.861, 25.366, 23.921], [27.988, 25.094, 25.485], [29.335, 24.135, 25.127], [31.577, 25.049, 25.118], [31.036, 26.292, 24.039], [32.283, 26.973, 26.724], [32.218, 29.174, 26.067], [30.526, 28.577, 25.961], [31.450, 28.884, 24.469], [33.922, 27.833, 25.119], [33.088, 27.172, 23.984], [24.309, 38.090, 13.826], [23.333, 37.743, 14.818], [23.723, 36.662, 15.676], [22.570, 36.343, 16.640], [22.066, 37.408, 17.549], [22.908, 35.259, 17.530], [23.882, 38.836, 13.155], [24.591, 37.272, 13.163], [25.166, 38.450, 14.395], [23.718, 35.781, 15.034], [24.743, 36.726, 16.055], [21.683, 36.048, 16.079], [22.613, 37.621, 18.468], [21.075, 37.158, 17.927], [22.079, 38.426, 17.160], [22.252, 35.331, 18.295], [23.864, 35.294, 17.855], [16.296, 30.291, 21.628], [16.870, 30.734, 22.815], [17.018, 32.166, 22.847], [17.703, 32.591, 24.161], [19.078, 32.170, 24.182], [19.744, 32.410, 25.458], [19.293, 31.556, 26.695], [19.928, 30.345, 26.444], [19.564, 29.436, 27.456], [16.843, 30.585, 20.732], [15.257, 30.619, 21.584], [16.261, 29.201, 21.613], [16.057, 32.679, 22.825], [17.618, 32.416, 21.971], [17.151, 32.161, 24.996], [17.654, 33.679, 24.195], [19.109, 31.204, 23.889], [19.773, 33.490, 25.605], [20.810, 32.253, 25.296], [18.207, 31.485, 26.741], [19.613, 31.980, 27.647], [20.025, 28.501, 27.140], [18.480, 29.332, 27.405], [19.842, 29.672, 28.484], [31.218, 38.530, 13.968], [30.597, 37.352, 14.381], [31.232, 36.078, 14.022], [30.414, 34.925, 14.552], [30.541, 34.767, 15.991], [29.768, 33.604, 16.462], [29.586, 33.561, 18.036], [28.716, 34.706, 18.308], [28.279, 34.824, 19.647], [31.555, 38.483, 12.932], [32.127, 38.699, 14.546], [30.494, 39.321, 14.161], [32.277, 36.055, 14.330], [31.148, 36.076, 12.936], [30.620, 33.960, 14.090], [29.359, 35.091, 14.336], [30.255, 35.653, 16.381], [30.361, 32.742, 16.157], [28.787, 33.463, 16.007], [30.562, 33.615, 18.517], [29.225, 32.561, 18.277], [27.891, 35.806, 19.920], [29.056, 34.568, 20.367], [27.448, 34.137, 19.805], [29.429, 37.282, 6.031], [28.260, 36.483, 6.089], [28.298, 35.532, 7.118], [26.937, 34.702, 7.235], [27.112, 33.671, 8.263], [25.812, 33.023, 8.513], [25.970, 31.884, 9.552], [26.534, 30.733, 8.879], [27.049, 29.755, 9.780], [29.299, 37.900, 5.142], [30.368, 36.729, 5.999], [29.501, 37.954, 6.886], [28.413, 36.134, 8.020], [29.187, 34.906, 7.042], [26.660, 34.273, 6.272], [26.089, 35.319, 7.532], [27.716, 33.017, 7.785], [25.394, 32.607, 7.597], [25.059, 33.735, 8.850], [25.001, 31.627, 9.979], [26.595, 32.214, 10.381], [28.016, 30.145, 10.099], [27.134, 28.765, 9.334], [26.412, 29.638, 10.657], [19.549, 26.496, 14.943], [18.357, 26.330, 14.172], [19.804, 25.583, 15.481], [20.388, 26.762, 14.299], [19.453, 27.321, 15.648], [18.606, 26.038, 13.291], [23.792, 28.709, 19.018], [24.205, 29.180, 17.763], [24.203, 29.369, 19.783], [22.709, 28.658, 19.128], [24.220, 27.739, 19.271], [23.958, 30.104, 17.683]],
  "forces_ev_per_a": [[0.71, -0.14, 0.48], [-0.38, -0.19, 0.67], [-0.54, 0.50, -0.69], [-0.15, 0.43, -0.08], [-0.49, -0.78, 0.86], [0.62, -0.64, -0.80], [-0.18, -0.04, -0.11], [0.02, 0.74, -0.03], [0.37, -0.20, -0.29], [0.16, -0.11, 0.46], [0.26, 0.03, -0.59], [-0.28, -0.19, 0.13], [-0.26, 0.43, -0.13], [-0.05, 0.46, 0.02], [0.07, -0.13, -0.05], [0.05, 0.12, 0.61], [0.05, -0.29, -0.48], [-0.44, -0.22, 0.86], [0.17, 0.00, 0.08], [-1.41, -0.57, -1.57], [0.41, 0.63, 0.76], [-0.22, 2.74, 0.75], [0.17, -1.67, -0.51], [-0.02, 0.26, 0.45], [0.07, -0.47, 0.26], [0.38, 0.25, -0.55], [0.43, -0.41, -0.12], [-0.05, 0.55, 0.60], [0.32, -0.15, -0.62], [0.74, -0.78, 0.08], [-0.24, 0.08, -0.32], [-0.64, -0.03, -0.72], [0.43, -0.43, 0.33], [-0.09, 0.19, 0.24], [-0.58, -0.55, -0.19], [0.45, 0.72, 0.72], [0.37, -0.69, 0.77], [-0.25, -0.40, -1.12], [0.25, 0.01, 0.22], [0.34, 0.34, 0.04], [0.75, 1.73, -1.88], [-0.05, -0.43, 1.13], [-0.21, -1.11, -1.07], [0.09, 0.36, -0.08], [-0.17, 0.24, -0.35], [0.17, -0.04, 0.29], [-0.31, -0.15, -0.31], [0.09, 0.50, 0.01], [-0.47, 0.13, 0.12], [-0.04, 0.12, 0.21], [0.26, -0.22, 0.23], [-0.73, 0.16, 0.43], [0.06, -0.62, 0.17], [-0.25, -0.32, -0.08], [0.24, 0.23, 0.11], [-0.09, -0.17, 0.41], [-0.22, -0.29, 0.29], [0.32, 0.44, -0.05], [0.54, -0.41, 0.26], [-0.33, -1.76, 0.67], [-0.82, 1.38, -0.80], [-0.48, -0.04, 0.70], [-0.02, -0.27, 0.17], [0.84, 0.26, 1.55], [-0.10, 1.13, -2.30], [0.88, -0.82, 0.20], [-0.24, -0.82, 0.27], [-0.35, 0.14, -0.39], [0.15, 0.25, 0.27], [0.22, 0.10, -0.28], [0.03, -0.03, 0.17], [0.45, -0.34, -0.29], [0.59, 0.14, -0.30], [-0.29, 0.34, -0.49], [-0.36, -0.15, 0.54], [0.00, -0.28, 0.13], [-0.33, 0.39, -0.12], [0.05, 0.60, 0.19], [-0.87, 0.18, 0.29], [0.29, 0.25, -0.64], [0.24, 0.02, 0.00], [-0.12, -0.25, 0.17], [-0.68, 0.33, -0.12], [0.15, -0.27, -0.83], [-1.52, 0.31, 0.78], [1.42, 0.92, 0.08], [-0.64, 0.45, -0.55], [0.72, -1.05, 0.59], [0.00, -0.04, -1.05], [-0.53, 0.22, 0.25], [-0.02, 0.87, 0.17], [0.29, -0.08, -0.01], [-0.04, -0.38, -0.24], [-0.13, 0.08, 0.31], [-0.02, -0.39, 0.66], [-0.05, -0.48, -0.16], [0.13, -0.05, -0.34], [0.28, 0.45, 0.01], [0.12, -0.68, 0.48], [-0.08, -0.30, -0.21], [0.32, 0.28, 0.30], [-0.22, -0.18, -0.05], [0.32, 0.05, -0.04], [0.27, -0.46, 0.28], [0.07, 0.32, -0.43], [-0.16, 0.09, 0.14], [0.17, 0.03, -0.44], [0.14, 0.21, 0.34], [-0.04, -0.04, 0.09], [0.13, -0.06, -0.05], [-0.39, -0.11, 0.00], [-0.01, -0.03, 0.06], [0.23, 0.42, 0.99], [0.15, -0.39, -0.65], [-0.24, 0.15, 0.34], [-0.11, -0.03, -0.06], [0.00, -0.13, -0.64], [-0.04, -0.01, 0.03]]
}



4.
{
  "formula": "C6H12N2",
  "method": "the ωB97M-V functional and the def2-TZVPD basis",
  "e_homo_ha": -0.3022,
  "total_charge": 0,
  "spin_multiplicity": 1,
  "gap_ev": 9.25,
  "lumo_ev": 1.03,
  "relative_energy_kj_mol": 281.6,
  "species": ["C", "C", "C", "C", "C", "C", "N", "N", "H", "H", "H", "H", "H", "H", "H", "H", "H", "H", "H", "H"],
  "coordinates": [[0.058, 1.919, 1.547], [0.357, 1.411, 0.374], [0.443, -0.026, 0.029], [-0.004, -0.791, 1.306], [1.983, -0.289, -0.322], [-0.425, -0.462, -1.143], [-1.704, -0.651, -0.906], [-2.540, -0.866, -1.906], [0.227, 2.975, 1.805], [-0.071, 1.226, 2.377], [0.718, 2.174, -0.369], [0.580, -0.592, 2.202], [-1.009, -0.766, 1.653], [0.210, -1.804, 1.194], [2.181, -1.298, -0.491], [2.509, 0.238, 0.472], [2.238, 0.041, -1.285], [0.013, -0.519, -2.090], [-3.497, -1.112, -1.540], [-2.268, -0.809, -2.906]],
  "forces_ev_per_a": [[0.67, 0.19, 1.47], [0.60, 2.23, -1.70], [0.33, -1.19, 0.55], [1.42, -0.10, 0.19], [-2.41, 1.09, 1.48], [-2.91, 0.35, 2.60], [3.18, 0.60, -0.32], [-2.02, -0.64, -0.21], [-0.40, -0.49, -0.36], [-0.50, 0.56, -0.03], [-0.52, -0.96, 0.24], [0.44, 0.61, -0.10], [-1.04, 0.61, -0.46], [0.22, -2.02, -0.69], [0.38, -2.11, 0.89], [0.65, -0.53, -0.25], [0.19, 1.60, -1.31], [0.47, -0.05, -1.72], [1.71, 0.47, -1.44], [-0.48, -0.21, 1.19]]
}